{
  "formula": "H4NPS",
  "method": "the ωB97M-V functional and the def2-TZVPD basis",
  "species": ["H", "H", "H", "S", "N", "P", "H"],
  "xyz": [[2.171, 0.379, -0.766], [1.004, -0.799, -1.170], [-1.007, 1.309, 1.519], [-1.908, -0.500, -0.092], [1.583, -0.330, -0.399], [-0.652, 1.189, 0.066], [-1.190, -1.248, 0.842]],
  "lowdin_charge": [-0.108, -0.047, -0.154, 0.147, -0.088, 0.412, -0.161],
  "e_lumo_ev": [-1.6, -1.6],
  "charge": 0,
  "relative_energy_ev": 3.3234,
  "e_homo_ev": [-8.848, -8.866],
  "orbital_gap_ha": [0.26701, 0.26747]
}



{
  "formula": "H4NPS2",
  "method": "the ωB97M-V functional and the def2-TZVPD basis",
  "species": ["H", "S", "S", "N", "H", "P", "H", "H"],
  "xyz": [[-1.974, -1.362, -0.812], [-2.484, -0.322, -0.111], [1.159, -1.557, -0.335], [0.456, 1.201, 0.133], [0.470, 1.907, 0.885], [0.404, -0.213, 1.080], [2.358, -0.928, -0.354], [-0.389, 1.274, -0.486]],
  "lowdin_charge": [-0.275, 0.309, 0.237, -0.376, 0.003, 0.318, -0.200, -0.015],
  "multiplicity": 3,
  "e_lumo_ev": [0.8, -2.9],
  "charge": 0,
  "s2": 2.006,
  "relative_energy_ev": 0.0000,
  "e_homo_ev": [-7.596, -9.297],
  "orbital_gap_ha": [0.30891, 0.23490]
}



{
  "formula": "H4NPSi",
  "method": "the ωB97M-V functional and the def2-TZVPD basis",
  "species": ["H", "H", "H", "P", "H", "N", "Si"],
  "xyz": [[1.560, -0.002, 0.646], [-0.106, -0.698, -0.898], [-0.670, -0.475, 1.416], [-2.975, -0.022, -1.882], [-0.238, 1.465, 0.096], [-4.188, -0.735, -1.493], [0.136, 0.069, 0.329]],
  "lowdin_charge": [-0.137, -0.166, -0.131, 0.602, -0.137, -0.543, 0.513],
  "e_lumo_ev": -0.2,
  "smiles": "[SiH4].N#P",
  "charge": 0,
  "relative_energy_ev": 0.8877,
  "e_homo_ev": -11.533,
  "orbital_gap_ha": 0.41740
}



{
  "formula": "H4O10S2Zn",
  "method": "the ωB97M-V functional and the def2-TZVPD basis",
  "species": ["H", "O", "O", "O", "H", "H", "O", "O", "H", "O", "O", "Zn", "S", "O", "O", "O", "S"],
  "xyz": [[-1.389, -2.184, 1.551], [1.149, 0.273, 1.824], [-0.720, 3.402, 1.079], [-1.613, 1.116, 0.686], [0.026, -2.518, 1.027], [2.074, 0.534, 1.750], [-0.664, -1.840, 1.018], [0.723, -2.676, -2.349], [0.978, 0.149, 2.764], [0.201, 1.825, -0.524], [-0.737, -0.853, -1.640], [-0.095, -0.061, 0.110], [-1.053, 2.384, 0.075], [1.004, -0.452, -3.334], [-1.938, 2.959, -0.929], [1.426, -0.855, -0.942], [0.627, -1.204, -2.167]],
  "lowdin_charge": [0.076, -0.018, -0.429, -0.434, 0.082, 0.081, -0.017, -0.446, 0.068, -0.410, -0.416, 0.543, 0.259, -0.364, -0.392, -0.438, 0.256],
  "e_lumo_ev": 4.3,
  "charge": -2,
  "relative_energy_ev": 0.0898,
  "e_homo_ev": -1.404,
  "orbital_gap_ha": 0.20863
}



{
  "formula": "H4O14S3Zn",
  "method": "the ωB97M-V functional and the def2-TZVPD basis",
  "species": ["H", "O", "O", "O", "H", "O", "O", "O", "O", "H", "O", "O", "S", "S", "S", "O", "O", "O", "O", "O", "H", "Zn"],
  "xyz": [[-1.414, -0.616, -3.970], [-4.576, -2.433, 3.414], [4.911, 0.567, -3.645], [5.613, 2.158, -1.931], [0.418, -4.214, 0.646], [0.264, 5.167, 1.508], [-2.874, -4.017, 3.068], [-2.840, -1.898, 2.022], [1.070, -3.600, 0.305], [-2.641, -0.674, -3.086], [-4.447, -3.603, 1.410], [0.592, 2.905, 2.410], [-3.678, -3.013, 2.499], [-0.350, 3.960, 1.983], [4.536, 1.748, -2.827], [3.409, 1.278, -2.014], [4.087, 2.900, -3.614], [-1.124, 3.285, 1.034], [-1.687, -0.611, -3.053], [-1.196, 4.438, 3.088], [1.896, -3.886, 0.696], [0.032, 0.158, 0.058]],
  "lowdin_charge": [0.019, -0.361, -0.427, -0.433, 0.031, -0.336, -0.413, -0.372, -0.081, 0.024, -0.444, -0.407, 0.007, 0.055, 0.120, -0.369, -0.439, -0.422, -0.089, -0.356, 0.016, 0.677],
  "e_lumo_ev": 4.9,
  "charge": -4,
  "relative_energy_ev": 7.5449,
  "e_homo_ev": 2.873,
  "orbital_gap_ha": 0.07466
}



{
  "formula": "H4O14S3Zn",
  "method": "the ωB97M-V functional and the def2-TZVPD basis",
  "species": ["Zn", "S", "O", "O", "O", "O", "O", "O", "H", "O", "O", "O", "O", "O", "O", "O", "H", "H", "S", "O", "H", "S"],
  "xyz": [[0.581, -0.073, -0.026], [0.526, -2.723, 0.274], [0.205, -1.859, -0.905], [-0.009, 0.918, -1.685], [-0.642, -3.449, 0.762], [1.028, -1.716, 1.290], [-1.048, 3.039, -2.231], [-1.619, 0.936, 3.291], [0.651, 2.223, 1.413], [-0.860, 1.308, -3.932], [2.534, -0.217, -0.932], [-2.313, -1.270, 2.534], [-2.426, 1.035, -2.096], [-1.077, 0.202, 1.024], [1.598, -3.710, -0.057], [1.258, 1.575, 1.041], [2.758, 0.245, -1.745], [2.131, 1.794, 1.370], [-2.107, 0.131, 2.117], [-3.376, 0.706, 1.610], [3.331, -0.661, -0.636], [-1.124, 1.565, -2.482]],
  "lowdin_charge": [0.559, 0.245, -0.401, -0.440, -0.396, -0.433, -0.509, -0.527, 0.082, -0.515, -0.024, -0.448, -0.403, -0.419, -0.501, -0.019, 0.065, 0.050, 0.224, -0.466, 0.059, 0.216],
  "e_lumo_ev": 8.1,
  "charge": -4,
  "relative_energy_ev": 1.6890,
  "e_homo_ev": 5.027,
  "orbital_gap_ha": 0.11258
}



{
  "formula": "H4O2",
  "method": "the ωB97M-V functional and the def2-TZVPD basis",
  "species": ["O", "O", "H", "H", "H", "H"],
  "xyz": [[-1.152, 0.264, -0.220], [1.625, -0.202, 0.534], [1.674, -1.156, 0.642], [0.685, -0.020, 0.367], [-1.465, -0.089, -1.062], [-1.366, 1.203, -0.261]],
  "lowdin_charge": [-0.046, -0.078, 0.027, -0.016, 0.057, 0.056],
  "e_lumo_ev": 0.7,
  "smiles": "O.O",
  "charge": 0,
  "relative_energy_ev": 0.0130,
  "e_homo_ev": -10.853,
  "orbital_gap_ha": 0.42328
}



{
  "formula": "H4O2",
  "method": "the ωB97M-V functional and the def2-TZVPD basis",
  "species": ["H", "O", "H", "O", "H", "H"],
  "xyz": [[0.771, -0.330, -0.145], [1.690, -0.046, -0.189], [-1.761, -0.666, 0.003], [-1.074, -0.026, -0.051], [1.798, 0.277, 0.749], [-1.423, 0.790, -0.368]],
  "lowdin_charge": [-0.030, -0.098, 0.041, -0.016, 0.058, 0.046],
  "e_lumo_ev": 0.7,
  "smiles": "O.O",
  "charge": 0,
  "relative_energy_ev": 0.1208,
  "e_homo_ev": -10.762,
  "orbital_gap_ha": 0.41955
}



{
  "formula": "H4O2",
  "method": "the ωB97M-V functional and the def2-TZVPD basis",
  "species": ["H", "H", "H", "O", "O", "H"],
  "xyz": [[0.879, 1.285, 1.188], [-0.606, -0.977, -1.833], [0.415, -1.190, -0.707], [0.109, 0.833, 1.546], [-0.332, -0.642, -0.973], [-0.464, 0.691, 0.779]],
  "lowdin_charge": [0.030, 0.043, 0.047, -0.071, -0.056, 0.007],
  "e_lumo_ev": 0.7,
  "smiles": "O.O",
  "charge": 0,
  "relative_energy_ev": 0.0579,
  "e_homo_ev": -11.124,
  "orbital_gap_ha": 0.43536
}



{
  "formula": "H4O2",
  "method": "the ωB97M-V functional and the def2-TZVPD basis",
  "species": ["H", "O", "O", "H", "H", "H"],
  "xyz": [[-0.136, -0.531, -1.038], [0.808, -0.349, -0.807], [-0.676, 0.561, 1.198], [1.040, -1.270, -0.638], [0.195, 0.716, 0.829], [-1.231, 0.872, 0.456]],
  "lowdin_charge": [0.063, -0.076, -0.082, 0.051, 0.005, 0.040],
  "e_lumo_ev": 0.7,
  "smiles": "O.O",
  "charge": 0,
  "relative_energy_ev": 0.2972,
  "e_homo_ev": -10.980,
  "orbital_gap_ha": 0.43003
}



{
  "formula": "H4O2",
  "method": "the ωB97M-V functional and the def2-TZVPD basis",
  "species": ["H", "O", "H", "O", "H", "H"],
  "xyz": [[0.908, -0.654, -0.236], [-1.411, -0.166, -0.241], [-1.505, -0.542, 0.639], [1.755, -0.179, -0.150], [1.571, 0.747, 0.078], [-1.318, 0.792, -0.089]],
  "lowdin_charge": [0.015, -0.059, 0.041, -0.081, 0.032, 0.051],
  "e_lumo_ev": 0.6,
  "smiles": "O.O",
  "charge": 0,
  "relative_energy_ev": 0.1407,
  "e_homo_ev": -11.291,
  "orbital_gap_ha": 0.43625
}



{
  "formula": "H4O2",
  "method": "the ωB97M-V functional and the def2-TZVPD basis",
  "species": ["H", "H", "O", "O", "H", "H"],
  "xyz": [[0.201, -0.318, -0.250], [0.419, 0.949, 0.997], [0.409, -1.229, -0.543], [-0.324, 1.236, 0.358], [-1.160, 1.197, 0.742], [-0.144, -1.880, -0.013]],
  "lowdin_charge": [-0.037, 0.115, -0.112, -0.047, 0.017, 0.063],
  "e_lumo_ev": 0.6,
  "smiles": "O.O",
  "charge": 0,
  "relative_energy_ev": 0.3964,
  "e_homo_ev": -10.945,
  "orbital_gap_ha": 0.42498
}



{
  "formula": "H4O2",
  "method": "the ωB97M-V functional and the def2-TZVPD basis",
  "species": ["H", "H", "O", "O", "H", "H"],
  "xyz": [[-0.612, -1.236, -0.237], [-1.901, -0.675, -0.949], [-1.139, -0.382, -0.436], [1.340, 1.114, 0.355], [1.866, 0.380, 0.553], [0.446, 0.799, 0.714]],
  "lowdin_charge": [0.088, 0.033, -0.095, -0.066, -0.016, 0.054],
  "e_lumo_ev": 0.6,
  "smiles": "O.O",
  "charge": 0,
  "relative_energy_ev": 0.3760,
  "e_homo_ev": -11.136,
  "orbital_gap_ha": 0.43138
}



{
  "formula": "H4O2Tl",
  "method": "the ωB97M-V functional and the def2-TZVPD basis",
  "species": ["O", "Tl", "H", "H", "H", "O", "H"],
  "xyz": [[-0.970, -0.285, 0.525], [-0.290, 1.805, 0.404], [1.339, -0.536, -0.206], [-1.230, -0.771, 1.308], [0.977, 0.336, -1.389], [1.198, 0.376, -0.459], [-1.024, -0.925, -0.184]],
  "lowdin_charge": [0.064, 2.170, 0.163, 0.165, 0.147, 0.135, 0.157],
  "e_lumo_ev": -23.5,
  "charge": 3,
  "relative_energy_ev": 1.5480,
  "e_homo_ev": -30.124,
  "orbital_gap_ha": 0.24495
}



{
  "formula": "H4OP2",
  "method": "the ωB97M-V functional and the def2-TZVPD basis",
  "species": ["O", "H", "H", "P", "P", "H", "H"],
  "xyz": [[-2.201, -0.152, -0.227], [-0.621, 0.184, 1.623], [1.387, -1.653, -0.956], [-0.807, 0.242, 0.281], [1.532, -0.598, -0.026], [1.582, 0.323, -1.075], [-0.872, 1.654, 0.380]],
  "lowdin_charge": [-0.545, -0.105, -0.182, 0.499, 0.577, -0.212, -0.032],
  "e_lumo_ev": -0.6,
  "smiles": "O=[PH2]P",
  "charge": 0,
  "relative_energy_ev": 0.7167,
  "e_homo_ev": -9.790,
  "orbital_gap_ha": 0.33777
}



{
  "formula": "H4OP2S",
  "method": "the ωB97M-V functional and the def2-TZVPD basis",
  "species": ["H", "P", "P", "H", "H", "H", "O", "S"],
  "xyz": [[-2.689, 0.910, -0.939], [-1.974, 0.530, 0.133], [2.227, -0.791, 0.334], [-1.634, 1.858, 0.485], [1.787, -2.034, -0.143], [1.392, -0.796, 1.459], [-0.641, -0.002, -0.228], [1.533, 0.326, -1.100]],
  "lowdin_charge": [-0.117, 0.722, 0.285, -0.064, -0.142, -0.136, -0.777, 0.228],
  "e_lumo_ev": [-1.4, -2.1],
  "charge": 0,
  "relative_energy_ev": 3.4432,
  "e_homo_ev": [-8.988, -8.281],
  "orbital_gap_ha": [0.27921, 0.22671]
}



{
  "formula": "H4OP2S",
  "method": "the ωB97M-V functional and the def2-TZVPD basis",
  "species": ["P", "S", "H", "O", "H", "P", "H", "H"],
  "xyz": [[0.025, 0.129, -0.662], [1.819, 0.355, 0.428], [2.170, -0.505, -0.522], [0.295, -0.985, -1.596], [-0.189, 1.461, -1.082], [-1.683, -0.079, 0.531], [-1.142, -1.190, 1.171], [-1.296, 0.814, 1.734]],
  "lowdin_charge": [-0.061, 0.447, -0.185, -0.497, -0.032, 0.568, -0.138, -0.103],
  "multiplicity": 3,
  "e_lumo_ev": [0.5, -4.4],
  "charge": 0,
  "s2": 2.010,
  "relative_energy_ev": 1.4898,
  "e_homo_ev": [-4.914, -10.103],
  "orbital_gap_ha": [0.20014, 0.20821]
}



{
  "formula": "H4OSSi",
  "method": "the ωB97M-V functional and the def2-TZVPD basis",
  "species": ["H", "H", "H", "Si", "S", "O", "H"],
  "xyz": [[-0.198, 1.992, 0.438], [-0.875, -1.033, 1.110], [-0.376, -1.398, -1.298], [0.251, 0.576, 0.200], [-0.445, -0.059, -1.756], [-0.055, -0.576, 1.291], [1.698, 0.498, 0.016]],
  "lowdin_charge": [-0.053, 0.035, -0.159, 0.163, 0.336, -0.261, -0.061],
  "e_lumo_ev": 0.5,
  "smiles": "O[SiH2]S",
  "charge": 0,
  "relative_energy_ev": 0.0000,
  "e_homo_ev": -9.652,
  "orbital_gap_ha": 0.37284
}



{
  "formula": "H4P4S",
  "method": "the ωB97M-V functional and the def2-TZVPD basis",
  "species": ["P", "H", "P", "P", "H", "H", "P", "H", "S"],
  "xyz": [[0.754, -0.609, 0.040], [-2.032, 0.753, 1.642], [-2.101, 0.615, 0.319], [-0.073, 1.288, -0.044], [2.990, 1.154, -0.305], [3.267, -0.769, -1.122], [2.782, -0.156, 0.112], [-2.777, 1.821, -0.217], [-2.664, -1.187, -0.103]],
  "lowdin_charge": [0.113, -0.118, -0.142, 0.189, -0.180, -0.126, 0.309, -0.036, -0.008],
  "e_lumo_ev": -1.6,
  "charge": 0,
  "relative_energy_ev": 0.4627,
  "e_homo_ev": -8.763,
  "orbital_gap_ha": 0.26466
}